Entry 1:
Below is C14H22BrN3O3Rh as an isolated structure, with properties calculated with wB97M-V/def2-TZVPD.

Structure (XYZ):
```
44
Properties=species:S:1:pos:R:3:forces:R:3
Rh 0.00740 -0.58729 -0.67939 -0.077 0.183 -0.146
C -2.09518 2.40943 2.47133 -0.012 -0.001 0.011
N -1.66492 2.83830 1.13362 0.013 0.009 -0.036
C -1.95300 4.24099 0.79676 -0.003 -0.003 0.010
C -1.13570 2.00470 0.28414 0.004 0.002 -0.089
O -0.94038 0.77740 0.57170 -0.004 -0.029 0.076
C -0.76582 2.49598 -1.11072 0.006 0.021 0.043
O -0.19880 1.39700 -1.81691 0.011 -0.058 0.065
C -0.42799 1.32782 -3.22016 -0.022 -0.007 -0.025
C -0.49289 -0.14547 -3.60140 0.019 0.036 -0.025
O -0.38904 -1.02226 -2.68185 -0.001 -0.067 0.017
N -0.67508 -0.47305 -4.84979 0.009 0.013 0.044
C -0.79635 -1.87669 -5.26711 -0.001 -0.004 -0.010
C -0.84762 0.51745 -5.92231 -0.012 -0.005 -0.007
H -3.14428 2.67201 2.59691 0.003 -0.001 0.004
H -1.50306 2.93577 3.21805 0.001 -0.002 0.000
H -1.96726 1.33961 2.57941 -0.002 0.003 0.002
H -2.95710 4.32886 0.38197 0.000 0.001 0.003
H -1.22283 4.64326 0.10059 -0.004 0.005 -0.005
H -1.89973 4.82510 1.71141 0.006 -0.004 0.003
H -0.03998 3.30956 -1.05506 -0.003 0.004 0.002
H -1.66152 2.86157 -1.61938 -0.005 -0.014 0.003
H 0.38162 1.83262 -3.75064 0.001 -0.004 0.002
H -1.37315 1.81153 -3.48039 0.002 0.002 0.006
H -0.84170 -2.52175 -4.39855 -0.001 -0.001 -0.001
H 0.06178 -2.13800 -5.88450 -0.003 -0.003 -0.001
H -1.70566 -1.98405 -5.85562 0.001 0.003 -0.001
H -0.32645 1.44430 -5.70253 -0.006 0.002 0.000
H -1.90819 0.71228 -6.08104 0.004 0.003 -0.009
H -0.42576 0.10452 -6.83491 0.004 -0.004 0.002
C -0.42708 -5.71436 2.04337 0.003 0.008 -0.014
C 0.44567 -4.64173 1.56135 -0.003 -0.064 0.041
C 1.84740 -4.66957 1.74856 0.024 0.015 -0.006
C 2.60656 -3.63491 1.28247 0.066 -0.023 0.014
C 1.95574 -2.56100 0.62316 -0.052 0.022 -0.003
Br 2.91462 -1.13016 -0.02034 0.020 -0.079 0.041
N 0.61651 -2.49930 0.42232 0.034 -0.004 0.011
C -0.11070 -3.49871 0.87157 -0.029 0.031 -0.024
H -0.07543 -6.68344 1.66133 0.001 0.003 -0.004
H -1.47472 -5.57356 1.79393 -0.001 -0.004 0.003
H -0.31829 -5.81088 3.13502 0.000 0.007 0.002
H 2.30695 -5.50797 2.25894 0.008 0.003 -0.001
H 3.68244 -3.61296 1.40278 -0.002 -0.002 0.002
H -1.18181 -3.45016 0.70922 0.002 0.005 0.001
```
Positions in Å, forces in eV/Å.

Values from the calculation:
HOMO-LUMO gap (spin up / spin down): 8.43 / 4.57 eV
total charge: +3
multiplicity: 5
ΔE to the lowest compared entry with this formula, charge and spin: 0.8 kJ/mol
HOMO level (spin up / spin down): -18.57 / -18.45 eV
maximum force: 0.2 eV/Å


Entry 2:
Below is a 4-piece molecular cluster, C2H11NO2S2 overall at a distorted geometry, with properties calculated with wB97M-V/def2-TZVPD.

Structure (XYZ):
```
18
Properties=species:S:1:pos:R:3:forces:R:3
N 0.93243 0.33912 -2.43528 -0.088 -0.255 0.735
C 0.93914 -0.67276 -1.37849 0.123 0.706 -0.401
C -0.49059 -1.19406 -1.13785 1.192 -1.382 0.481
S -0.46005 -2.45083 0.13496 -0.662 0.546 -1.286
S -0.35023 2.37710 -0.28831 0.202 -0.631 -0.393
H 0.47890 1.19241 -2.07445 0.315 -0.346 -0.405
H 1.86599 0.55548 -2.78595 -0.371 -0.193 0.083
H 1.31637 -0.29555 -0.43477 0.125 0.022 0.324
H 1.51889 -1.54434 -1.65974 0.425 0.070 -0.246
H -0.88208 -1.60183 -2.05812 -0.641 -0.093 -0.248
H -1.10603 -0.35870 -0.83526 -0.681 0.889 0.476
H -0.64831 3.66466 -0.40034 -0.230 0.369 -0.062
H -0.72334 1.85271 1.66534 -0.055 -0.064 0.846
H -1.04007 2.07340 3.21582 0.221 -0.468 -0.670
O -0.82187 1.40105 2.54244 -0.236 0.355 0.291
H 0.58481 -1.32908 1.42491 0.545 0.774 0.784
H 0.40685 -0.04190 2.34715 0.325 -0.280 -0.250
O 1.06865 -0.67111 1.98180 -0.510 -0.020 -0.061
```
Positions in Å, forces in eV/Å.

Values from the calculation:
HOMO-LUMO gap: 3.43 eV
ΔE to the lowest compared entry with this formula, charge and spin: 511.9 kJ/mol
HOMO level: -8.65 eV
maximum force: 1.9 eV/Å


Entry 3:
Below is C6H5CuO6 as an isolated structure at a distorted geometry, with properties calculated with wB97M-V/def2-TZVPD.

Structure (XYZ):
```
18
Properties=species:S:1:pos:R:3:forces:R:3
O -2.32930 1.57355 -2.41035 2.774 -1.810 1.211
C -1.49978 0.91370 -1.96131 -6.900 3.769 -2.073
Cu -0.24778 -0.10036 -1.33053 1.262 -2.135 1.616
O 1.21591 0.81679 -3.75898 -1.537 -0.462 3.460
C 0.79230 0.56174 -2.71935 3.769 0.234 -5.035
C 0.44884 0.95367 0.28519 2.898 1.440 0.052
O 1.48194 1.56169 0.23346 -2.327 -1.429 0.075
C -0.37892 0.72416 1.53669 -1.019 -3.793 -0.581
O -0.86471 -0.39557 1.82188 1.320 3.765 -0.337
C -0.52069 1.95225 2.32969 -0.913 2.320 0.653
O -0.61092 3.08579 1.88624 0.358 -2.537 0.721
H -0.55267 1.59652 3.36430 -0.102 0.860 0.687
C 0.85072 -2.39296 0.06136 0.084 -0.475 -0.131
O -0.44876 -1.82402 -0.29279 0.129 1.235 0.826
H 1.65615 -1.87662 -0.49242 -0.357 -0.241 0.335
H 0.80007 -3.44207 -0.27538 0.271 0.436 0.464
H 1.01767 -2.29848 1.15632 -0.088 -0.242 -0.769
H -0.81006 -1.40979 0.56596 0.377 -0.936 -1.173
```
Positions in Å, forces in eV/Å.

Values from the calculation:
HOMO-LUMO gap (spin up / spin down): 7.30 / 8.30 eV
total charge: +1
multiplicity: 2
ΔE to the lowest compared entry with this formula, charge and spin: 87.7 kJ/mol
HOMO level (spin up / spin down): -13.71 / -15.16 eV
maximum force: 8.1 eV/Å


Entry 4:
Below is a 2-piece molecular cluster, C3H4S2 overall at a distorted geometry, with properties calculated with wB97M-V/def2-TZVPD.

Structure (XYZ):
```
9
Properties=species:S:1:pos:R:3:forces:R:3
C 2.44746 -0.57564 -0.39471 -0.908 -1.039 -0.710
C 1.92034 -0.56130 0.68093 0.970 1.011 0.613
C -1.84199 -0.10743 0.63814 -1.514 0.303 -0.178
S -1.88303 1.47746 -0.05340 0.024 -1.094 0.408
S -2.78970 -1.34536 -0.09738 1.478 1.256 -1.296
H 2.50136 -0.95581 -1.37000 0.602 0.139 -0.919
H -1.52116 2.13717 1.07346 0.286 -0.214 -0.354
H 1.90943 -0.20195 1.66388 -0.697 -0.110 1.005
H -2.92717 -0.94809 -1.46992 -0.242 -0.251 1.431
```
Positions in Å, forces in eV/Å.

Values from the calculation:
HOMO-LUMO gap: 8.63 eV
ΔE to the lowest compared entry with this formula, charge and spin: 447.5 kJ/mol
HOMO level: -8.90 eV
maximum force: 2.3 eV/Å


Entry 5:
Below is one molecule with the formula C9H6O at a distorted geometry, with properties calculated with wB97M-V/def2-TZVPD.

Structure (XYZ):
```
16
Properties=species:S:1:pos:R:3:forces:R:3
C 2.82210 1.67035 0.00479 -14.574 -7.899 -3.305
C 1.78830 1.05676 0.04447 -2.293 0.834 -0.409
C 0.35419 0.56643 0.03286 3.824 -1.379 -0.786
C -0.77368 1.30899 -0.07908 2.755 6.130 -1.268
C -2.01721 0.78242 -0.15045 -0.887 7.755 -0.624
C -2.13860 -0.50366 -0.11267 0.426 -4.443 0.953
C -1.10650 -1.39732 0.09003 4.389 13.377 -1.905
C 0.22372 -0.81246 -0.00596 -2.667 -1.965 1.108
C 1.34854 -1.81095 0.16201 -0.636 8.039 -7.118
O 2.32249 -1.71701 -0.48096 2.913 -1.181 -1.176
H 3.54777 2.04847 0.22600 14.408 7.466 3.741
H -0.49589 2.56543 -0.37305 -1.316 -3.880 1.396
H -2.73595 1.72415 -0.25840 0.487 -3.093 0.076
H -3.02472 -0.95970 -0.17590 -3.755 -1.356 -0.223
H -1.18606 -2.28626 0.15869 -1.447 -11.456 0.826
H 1.07149 -2.23564 0.91761 -1.625 -6.946 8.712
```
Positions in Å, forces in eV/Å.

Values from the calculation:
structure (SMILES): C#Cc1ccccc1C=O
HOMO-LUMO gap: 9.78 eV
ΔE to the lowest compared entry with this formula, charge and spin: 527.6 kJ/mol
HOMO level: -9.44 eV
maximum force: 16.9 eV/Å


Entry 6:
Below is C23H32IIrNO2S2Si2 as an isolated structure, with properties calculated with wB97M-V/def2-TZVPD.

Structure (XYZ):
```
64
Properties=species:S:1:pos:R:3:forces:R:3
Ir -0.09547 -0.98058 -0.61942 -0.375 0.156 0.423
C 2.79026 0.90830 -2.18818 0.005 -0.003 -0.003
Si 1.04617 1.58350 -2.19212 0.080 0.044 -0.015
C 1.12660 3.44831 -2.44289 0.002 0.010 0.004
C 0.09475 0.97795 -3.69082 -0.004 0.023 -0.011
C 0.14861 1.14049 -0.58229 0.137 -0.061 -0.203
C -1.31817 1.27888 -0.83212 0.100 0.094 0.021
C -2.18424 2.35306 -0.68271 -0.037 0.005 -0.133
C -3.51544 2.16465 -1.01958 -0.002 0.007 0.019
C -3.96601 0.92302 -1.45463 0.004 0.012 0.002
C -3.06856 -0.12486 -1.51885 0.010 0.015 -0.124
N -1.78495 0.07712 -1.22745 -0.075 0.005 0.206
Si 0.73095 1.93978 1.03938 -0.072 -0.020 0.039
C 1.23068 3.74024 0.84160 0.003 0.015 -0.004
C 2.19552 1.08401 1.82500 0.022 0.001 -0.009
C -0.68870 1.90163 2.27003 0.011 0.009 -0.008
H 3.39214 1.42304 -2.94132 0.001 -0.014 -0.007
H 2.80191 -0.16116 -2.40716 -0.006 -0.001 0.011
H 3.27224 1.05128 -1.21834 0.007 0.008 -0.008
H 1.30865 3.64664 -3.50257 0.014 0.008 0.004
H 1.92382 3.92453 -1.87308 -0.008 0.001 0.003
H 0.18554 3.93690 -2.17862 -0.008 -0.006 -0.014
H 0.69064 1.20821 -4.57884 -0.018 0.001 -0.009
H -0.85300 1.51428 -3.79030 -0.010 -0.012 0.006
H -0.11303 -0.09048 -3.69374 0.014 0.005 0.001
H -1.81770 3.30638 -0.32751 0.007 0.002 -0.008
H -4.21237 2.98911 -0.93677 0.001 0.002 0.000
H -5.00258 0.76058 -1.71002 0.000 -0.004 -0.005
H -3.35633 -1.13281 -1.77972 -0.005 0.008 0.010
H 2.20491 3.84431 0.36068 -0.006 0.005 -0.002
H 1.30777 4.18007 1.84002 0.006 -0.002 0.001
H 0.51124 4.33123 0.27284 -0.006 0.003 0.004
H 3.03918 0.94924 1.14643 -0.007 -0.006 -0.001
H 1.93544 0.10953 2.23906 -0.009 -0.015 0.002
H 2.52899 1.71675 2.65293 0.014 -0.012 0.000
H -1.38230 2.73280 2.12830 -0.007 -0.006 -0.015
H -0.28580 1.98301 3.28356 -0.002 0.019 -0.001
H -1.26249 0.97395 2.22230 0.007 0.011 -0.006
C 3.32078 -4.04531 -0.27116 -0.006 -0.003 -0.006
C 2.16116 -3.18917 -0.69346 0.073 0.028 0.027
S 1.89131 -1.74219 0.15276 0.070 -0.056 0.091
C 1.36240 -3.52394 -1.75936 0.005 -0.011 -0.049
C 1.56731 -4.77607 -2.56427 0.003 0.005 0.008
S 0.14639 -2.45990 -2.27351 -0.058 0.020 -0.152
H 3.91408 -3.54210 0.49000 0.000 0.001 -0.001
H 3.96806 -4.28232 -1.11747 0.001 0.001 0.000
H 2.96621 -4.98981 0.14843 -0.003 0.000 -0.002
H 2.44620 -4.68661 -3.20739 0.007 -0.001 0.011
H 0.70434 -4.98010 -3.19548 0.003 0.008 -0.011
H 1.72221 -5.63423 -1.90910 -0.015 -0.003 0.002
I -1.11223 0.24470 6.65194 0.004 0.011 -0.004
C -1.50521 -0.58955 4.77986 -0.018 -0.022 0.006
C -2.79005 -0.52129 4.25609 0.004 -0.003 0.011
C -3.03705 -1.04933 3.00012 0.021 0.070 -0.035
C -2.01122 -1.63631 2.26498 0.004 0.055 -0.033
C -0.74020 -1.72463 2.81861 0.038 -0.041 0.026
C -0.47901 -1.19919 4.07619 -0.001 -0.022 0.002
C -2.29990 -2.11658 0.86686 0.030 -0.080 -0.075
O -3.44401 -2.13637 0.45789 -0.042 -0.102 0.060
O -1.26390 -2.50732 0.15135 0.060 -0.152 0.021
H -3.58542 -0.05272 4.81913 0.002 0.004 0.000
H -4.02368 -0.99522 2.55984 -0.004 -0.013 0.002
H 0.04728 -2.21632 2.26622 0.039 0.004 -0.073
H 0.51527 -1.26100 4.49784 -0.006 -0.006 0.004
```
Positions in Å, forces in eV/Å.

Values from the calculation:
HOMO-LUMO gap (spin up / spin down): 6.34 / 6.50 eV
multiplicity: 2
ΔE to the lowest compared entry with this formula, charge and spin: 75.7 kJ/mol
HOMO level (spin up / spin down): -7.39 / -8.19 eV
maximum force: 0.6 eV/Å


Q: Look up the ΔE to the lowest compared entry with this formula, charge and spin of the fourth one.
A: 447.5 kJ/mol


Q: Which of these has the highest ΔE to the lowest compared entry with this formula, charge and spin?
A: C9H6O